DFT (ωB97M-V/def2-TZVPD) results for 2 unconnected molecules or ions with the total composition C4H7N3O4.

XYZ file:
```
18
Properties=species:S:1:pos:R:3:forces:R:3
N 0.466480 2.113632 -0.547889 -1.4553 0.4002 0.4312
C -0.531529 1.072414 -0.574228 0.5040 -0.2151 0.8050
C -0.225091 0.129561 0.619978 -1.5681 -0.9977 -5.3145
O 0.181134 0.491239 1.634784 1.5363 1.4327 4.2485
N -0.359996 -1.218823 0.324467 1.3153 -1.4615 1.6172
C -0.577453 -1.849515 -0.879611 0.2921 -0.2846 -1.4462
O -0.362847 -3.027542 -1.069388 -0.4095 0.9657 0.3527
N -1.000676 -0.985721 -1.915334 0.5255 0.7519 -0.1843
C -0.717973 0.392144 -1.908378 0.0920 0.5369 -2.6841
O -0.647224 1.031563 -2.977306 -0.2350 -1.6515 2.6872
H 1.336693 1.723864 -0.738263 1.9955 -0.7657 -0.2134
H 0.302118 2.761478 -1.287405 -0.3308 0.5547 -0.5276
H -1.476406 1.524889 -0.358523 -0.8924 0.3372 0.1954
H 0.220297 -1.800646 0.979912 -1.2325 0.4807 -0.7624
H -0.983569 -1.357424 -2.872753 -0.1414 -0.1494 0.7293
O 1.826305 -0.494645 3.925156 -1.2483 0.5709 1.1856
H 1.165027 -0.106093 4.574023 1.2800 -0.7262 -1.2782
H 1.384710 -0.400373 3.070758 -0.0276 0.2209 0.1586
```
Positions in Å, forces in eV/Å.

Values from the calculation:
Multiplicity ... 1
Frontier orbital gap ... 10.7 eV
HOMO energy ... -0.38978 hartree
Energy above the lowest of the compared OMol25 structures with the same formula, charge and spin ... 0.00 kcal/mol

DFT (ωB97M-V/def2-TZVPD) results for a molecular structure, C5H19N2O3.

XYZ file:
```
29
Properties=species:S:1:pos:R:3:forces:R:3
C 0.753131 0.315952 1.692130 0.9787 -0.8075 -1.2219
N -0.406866 1.142483 1.371388 0.2912 -0.6864 2.6462
C -1.617963 0.429045 1.205276 -1.0740 1.0504 -0.3963
C -2.566060 1.129161 0.197386 0.5228 -0.0453 -2.3318
O -2.105116 0.717885 -1.126817 -0.0044 0.0685 0.8699
C 2.002564 0.731712 0.876920 -1.0278 -0.8748 -0.2701
N 1.992718 0.133811 -0.496029 1.2508 -0.0658 -0.9027
C 3.347563 0.260067 -1.136456 0.6903 -0.2239 -0.2722
H 1.004453 0.255084 2.752675 -0.2721 0.7303 0.2717
H 0.461313 -0.692364 1.428037 0.1612 -0.3341 -0.0964
H -0.445505 2.043833 1.886860 -0.1122 -0.1694 -0.8640
H -1.426381 -0.578048 0.854473 0.1230 -0.0914 0.1693
H -2.168800 0.355529 2.166382 0.2652 0.2572 0.1133
H -3.575522 0.745089 0.262384 -0.1370 -0.0079 0.3724
H -2.571105 2.216490 0.100897 -0.0983 0.0058 1.1873
H -1.402892 1.317075 -1.413404 -0.2978 -0.0436 -0.2120
H 2.968375 0.450747 1.274006 -0.1446 -0.3015 0.6282
H 1.975732 1.784744 0.834466 0.3485 1.3570 -0.5082
H 1.707787 -0.868142 -0.537611 -0.3867 -0.4370 0.5330
H 1.373383 0.489665 -1.218586 -0.5886 0.7439 0.4825
H 4.090242 -0.313386 -0.598720 -0.0525 -0.1297 0.4457
H 3.688363 1.290552 -1.193257 -0.3233 0.1148 0.0788
H 3.326772 -0.168749 -2.131685 -0.3004 0.0619 -0.1885
H -2.559840 -2.537343 -0.870347 -0.2701 0.0049 0.0446
H -2.027975 -1.005925 -0.874748 -0.8751 -0.0260 -0.8329
O -1.823023 -1.940625 -1.014721 -2.4865 0.3051 -0.0322
H -0.562036 -1.949378 -0.853038 -0.0759 -0.7567 -0.0015
H 0.583201 -2.585672 -1.649512 0.0718 -0.1408 0.1771
O 0.399073 -2.116776 -0.825739 3.8236 0.4420 0.1105
```
Positions in Å, forces in eV/Å.

Values from the calculation:
Total charge ... +2
Multiplicity ... 2
Frontier orbital gap (alpha / beta) ... 11.4 / 6.0 eV
HOMO energy (alpha / beta) ... -0.66076 / -0.66069 hartree
Energy above the lowest of the compared OMol25 structures with the same formula, charge and spin ... 71.70 kcal/mol

DFT (ωB97M-V/def2-TZVPD) results for C4H5NO in the gas phase.

XYZ file:
```
11
Properties=species:S:1:pos:R:3:forces:R:3
N -1.134691 1.140196 0.271446 -0.0795 -0.0220 -0.0310
C -1.232681 -0.207955 0.443039 -0.1303 0.0072 -0.0150
O -2.241484 -0.767946 0.840353 0.3238 0.1856 -0.0815
C -0.001267 -0.996847 0.153229 0.0143 -0.1144 0.0051
C 1.209993 -0.448409 -0.238549 0.1735 0.4501 0.0936
C 2.058594 0.438803 -0.652928 -0.2763 -0.3075 0.1845
H -1.983774 1.673646 0.376690 0.1164 -0.0628 0.0008
H -0.373610 1.546663 -0.249060 -0.0788 -0.1095 0.0633
H -0.134317 -2.071873 0.204368 0.0534 0.1372 -0.0135
H 0.995573 -1.225765 -1.080762 -0.0183 -0.0950 -0.1706
H 2.837669 0.919488 -0.067823 -0.0982 -0.0688 -0.0356
```
Positions in Å, forces in eV/Å.

Values from the calculation:
Multiplicity ... 1
Frontier orbital gap (alpha / beta) ... 7.8 / 7.8 eV
HOMO energy (alpha / beta) ... -0.31598 / -0.31591 hartree
Energy above the lowest of the compared OMol25 structures with the same formula, charge and spin ... 108.71 kcal/mol

DFT (ωB97M-V/def2-TZVPD) results for a molecular structure, C21H35ClMgN3O6.

XYZ file:
```
67
Properties=species:S:1:pos:R:3:forces:R:3
O 1.538169 0.405486 -3.146366 -1.6035 1.2550 -0.1152
C 2.285769 -0.298431 -2.329055 0.2619 -0.0456 0.9688
C 2.025933 -1.784252 -2.556092 0.3588 0.5339 0.6085
C 1.053958 -2.435501 -1.811724 -0.1103 -0.7043 0.0509
H 0.466313 -1.869912 -1.080009 0.3279 -0.4261 -0.2864
C 0.926221 -3.828274 -1.892353 -0.3219 0.4220 -0.0375
H 0.215418 -4.320831 -1.223563 0.2347 0.0959 -0.2637
C 1.702396 -4.542485 -2.802379 0.1556 -0.0615 -0.1257
H 1.602855 -5.631042 -2.866065 0.0736 0.3546 -0.0280
C 2.615717 -3.861950 -3.617747 -0.0017 0.0578 -0.1457
H 3.216260 -4.406323 -4.351023 -0.1649 0.0492 0.2136
C 2.780100 -2.480455 -3.490211 -0.0709 -0.4084 0.1196
H 3.505090 -1.913136 -4.078189 -0.1075 -0.2959 0.0902
H 3.368579 -0.081682 -2.561794 0.1492 -0.4396 0.3047
C 2.755777 1.486777 -0.466846 0.5472 0.4867 0.3757
C 2.380432 0.068131 -0.690995 0.3976 -1.6759 -1.4116
H 3.832533 1.641544 -0.665030 -0.2414 0.0703 0.0490
H 2.535225 1.788562 0.571976 0.2007 0.0372 -0.4757
H 2.209052 2.132916 -1.162701 0.0789 -0.0968 -0.0117
C 2.640856 -0.921098 0.192730 -0.1956 0.2294 -0.3774
C 3.563424 -0.881635 1.367060 -0.1988 0.4960 0.4459
H 2.196634 -1.910702 0.070631 0.4681 0.3049 -0.3861
H 4.348862 -1.647015 1.239899 -0.1991 0.2306 -0.0591
H 3.009041 -1.126278 2.280428 0.2045 0.1076 0.0608
H 4.034121 0.106426 1.480795 -0.0999 -0.3319 0.1265
Mg -0.242895 0.559581 1.274630 0.1971 -0.6990 -0.6090
Cl 1.318432 1.270288 2.832358 -0.0452 0.1495 0.6794
C -1.719620 0.244781 3.663058 0.3643 0.5184 -1.4527
O -1.932436 0.652183 2.492655 -0.0413 -0.3111 1.7586
N -2.129090 0.866273 4.771351 -0.1376 0.1020 0.0290
C -2.903215 2.100103 4.709363 0.0970 -0.1428 0.0956
C -1.712292 0.404874 6.086274 -0.1195 -0.1315 -0.1955
H -1.114155 -0.666233 3.811716 -0.1571 0.2545 0.1347
H -3.064182 2.367964 3.665213 0.0706 -0.0353 0.1484
H -2.365570 2.900539 5.232734 -0.0334 -0.1173 -0.1898
H -3.866329 1.954083 5.211652 0.0732 0.0116 -0.0984
H -1.055977 -0.454187 5.945325 0.0014 0.0915 0.1723
H -2.577240 0.106540 6.687528 0.0295 -0.0081 -0.0745
H -1.178911 1.191449 6.632166 0.0149 -0.0923 -0.2406
H -3.183847 -2.509063 -3.352598 0.0716 0.0873 -0.0768
H -4.506346 -1.925301 -1.530698 0.0262 0.1206 0.0853
C -2.257444 -2.307745 -2.808476 0.1444 -0.0348 -0.1980
C -3.657692 -1.660218 -0.892316 0.1026 -0.1981 0.0696
N -2.529918 -1.347120 -1.758413 -0.0817 0.3258 0.4147
H -1.500486 -1.909180 -3.489059 -0.0634 -0.0927 0.1069
C -1.593401 -0.476089 -1.359810 0.2908 0.0123 0.3823
O -1.620570 0.112006 -0.257092 -0.3303 -0.3040 -0.9805
H -3.903137 -0.797040 -0.269304 0.0968 -0.1524 -0.1093
H -0.771705 -0.299580 -2.084176 -0.1234 -0.1064 0.1436
H -1.891165 -3.252070 -2.384803 -0.0014 0.2331 0.0035
H -3.415811 -2.522174 -0.254579 0.0074 0.2357 -0.0784
H -0.516651 5.765298 0.079126 0.0926 -0.0836 0.0469
H -1.391902 5.197102 -2.459589 0.0930 -0.0627 0.0055
C 0.283905 5.055672 -0.162191 -0.1418 -0.0470 -0.1774
C -0.501038 4.557849 -2.472246 0.0356 -0.1994 0.1845
N -0.196265 4.078745 -1.132405 0.1028 0.1289 0.0753
H 0.615793 4.541774 0.743821 -0.0575 0.0662 -0.2405
C -0.300179 2.785883 -0.816802 0.2132 -0.7558 0.8571
O -0.087184 2.342737 0.331362 -0.4193 0.9423 -1.2992
H -0.682061 3.696653 -3.121897 0.0980 0.2036 0.0432
H -0.565285 2.130704 -1.664949 0.1094 0.1040 0.2944
H 1.108088 5.614113 -0.619962 -0.0291 -0.0921 0.1802
H 0.342335 5.141990 -2.855432 -0.0966 -0.1565 -0.0281
O -1.128314 -3.070021 0.317677 0.1859 0.7722 1.2105
C -0.891619 -2.315602 1.281881 0.3931 -0.0038 -0.7580
O 0.045085 -1.441514 1.397183 -1.1236 -0.6247 0.0173
H -1.568440 -2.374885 2.168349 -0.0524 -0.1531 -0.0226
```
Positions in Å, forces in eV/Å.

Values from the calculation:
Total charge ... -1
Multiplicity ... 1
Frontier orbital gap ... 5.4 eV
HOMO energy ... -0.11710 hartree

DFT (ωB97M-V/def2-TZVPD) results for 2 unconnected molecules or ions with the total composition C4H12N2O2.

XYZ file:
```
20
Properties=species:S:1:pos:R:3:forces:R:3
N -1.632077 -0.407760 0.708964 0.0222 -0.2742 -0.2610
C -1.975595 0.433849 -0.345416 -1.2357 1.0986 1.2385
O -3.173255 0.094674 -0.951184 0.3442 0.0423 -0.0224
C -1.572589 1.709729 -0.516648 0.0966 -0.3892 -1.1218
O -0.253727 2.147904 -0.392961 0.0014 0.0658 0.6203
H -0.663330 -0.270492 0.993638 -0.0938 -0.2085 -0.2159
H -1.801710 -1.386378 0.512202 0.3071 -0.0274 -0.1556
H -3.649383 -0.513004 -0.373090 -0.0354 0.1428 0.1418
H -2.240724 2.415431 -0.989468 -0.0325 -0.2035 -0.3836
H -0.261069 3.110257 -0.351327 -0.0225 -0.1851 0.0839
C 1.476920 -1.410812 -0.830303 0.3286 0.0934 0.1927
N 1.105938 -0.367446 0.106214 1.1037 0.5271 0.8719
C 2.027826 -0.267278 1.282661 -0.4434 -0.3296 -1.1558
H 1.416310 -2.380585 -0.333584 -0.0949 -0.0730 -0.1214
H 2.504689 -1.292765 -1.201471 0.0346 -0.0947 -0.0468
H 0.805386 -1.379565 -1.686910 -0.0754 -0.1321 0.0260
H 1.135113 0.527083 -0.378560 -0.2217 -0.1254 0.1773
H 1.706576 0.541676 1.934331 -0.0043 0.0987 -0.0540
H 3.067355 -0.105863 0.966130 -0.0100 0.0134 0.1694
H 1.977347 -1.198656 1.846781 0.0311 -0.0395 0.0165
```
Positions in Å, forces in eV/Å.

Values from the calculation:
Multiplicity ... 1
Frontier orbital gap ... 8.0 eV
HOMO energy ... -0.26510 hartree
Energy above the lowest of the compared OMol25 structures with the same formula, charge and spin ... 72.66 kcal/mol

Short version: calculated total energy = -621.90305 -536.40925 -285.24135 -2097.36989 -419.53269 hartree, in the order given.
Short version: largest force on an atom = 0.109 0.075 0.010 0.043 0.040 hartree/bohr, in the order given.